[1]
113
Properties=species:S:1:pos:R:3 method="wB97M-V/def2-TZVPD" homo_energy_ev="-11.8 / -12.3" total_charge=+2 max_force_ev_per_a=1.52 spin_multiplicity=5 total_energy_ha=-4481.3641 relative_energy_kcal_mol=4.0
Pt -0.4044 -0.2677 1.6942
C -5.4283 -1.0062 -2.6946
C -4.3673 -1.3043 -1.6814
C -3.3254 -2.1812 -1.9900
C -2.3417 -2.4570 -1.0701
C -2.3409 -1.8607 0.2013
N -1.3259 -2.1486 1.1161
C -1.0602 -3.4275 1.4380
C -2.0190 -4.4458 1.1680
C -1.7672 -5.7676 1.4079
C -0.5307 -6.1773 1.9221
C -0.2142 -7.6157 2.1663
C 0.3919 -5.1885 2.2674
C 0.1469 -3.8423 2.0802
N 1.0962 -2.9183 2.5672
C 2.4046 -3.1739 2.8267
C 2.9074 -2.1061 3.5242
C 1.8257 -1.2263 3.6589
N 0.7400 -1.7201 3.0765
C -3.4101 -1.0029 0.5227
C -4.3940 -0.7356 -0.4151
N -3.5490 -0.5117 1.8401
C -4.7050 -0.2805 2.5087
C -4.3740 0.1255 3.7774
C -2.9723 0.1196 3.8036
N -2.4930 -0.2773 2.6361
H -5.8545 -1.9333 -3.0785
H -4.9941 -0.4755 -3.5439
H -6.2262 -0.3947 -2.2787
H -3.2923 -2.6531 -2.9636
H -1.5296 -3.1272 -1.3157
H -2.9819 -4.1472 0.7795
H -2.5345 -6.5056 1.2143
H -0.9255 -8.2722 1.6713
H -0.2363 -7.8324 3.2369
H 0.7899 -7.8556 1.8160
H 1.3156 -5.5026 2.7339
H 2.8935 -4.0703 2.4897
H 3.9102 -1.9668 3.8862
H 1.7914 -0.2752 4.1642
H -5.2098 -0.0737 -0.1574
H -5.6673 -0.4443 2.0569
H -5.0392 0.3787 4.5830
H -2.3091 0.3744 4.6131
C 1.1356 3.5490 -0.0463
N 0.5785 2.3040 0.4833
P 1.5201 1.0130 1.0972
C 2.6319 1.7256 2.3388
C 3.9063 1.1982 2.5490
C 4.7131 1.7280 3.5431
C 4.2551 2.7693 4.3389
C 2.9756 3.2750 4.1527
C 2.1647 2.7488 3.1609
C 2.6799 0.4069 -0.1520
C 3.6867 1.1867 -0.7199
C 4.5403 0.6327 -1.6602
C 4.4191 -0.7067 -2.0081
C 3.4467 -1.4996 -1.4149
C 2.5777 -0.9431 -0.4909
P -0.9557 2.2213 1.2668
C -1.1472 3.8204 2.1366
C -1.3614 4.9946 1.4152
C -1.4208 6.2100 2.0770
C -1.2842 6.2611 3.4585
C -1.1139 5.0915 4.1829
C -1.0496 3.8719 3.5259
C -2.2458 2.4210 0.0108
C -3.5326 2.5552 0.5407
C -4.6123 2.7724 -0.2961
C -4.4097 2.8452 -1.6692
C -3.1362 2.6967 -2.1963
C -2.0487 2.4785 -1.3609
H 2.0078 3.3300 -0.6573
H 1.4301 4.2428 0.7446
H 0.3975 4.0349 -0.6826
H 4.2641 0.3848 1.9301
H 5.7061 1.3263 3.6952
H 4.8931 3.1830 5.1079
H 2.6063 4.0777 4.7770
H 1.1668 3.1352 3.0163
H 3.8195 2.2196 -0.4246
H 5.3040 1.2492 -2.1155
H 5.0992 -1.1304 -2.7356
H 3.3518 -2.5457 -1.6760
H 1.8022 -1.5427 -0.0287
H -1.4874 4.9679 0.3407
H -1.5778 7.1182 1.5108
H -1.3222 7.2146 3.9673
H -1.0322 5.1274 5.2612
H -0.9225 2.9565 4.0933
H -3.6643 2.5226 1.6187
H -5.6008 2.9143 0.1213
H -5.2478 3.0229 -2.3302
H -2.9788 2.7831 -3.2637
H -1.0562 2.3777 -1.7732
S 2.9227 2.3674 -5.7067
C 2.0061 1.3255 -4.8248
S 1.1107 1.7989 -3.4131
C 0.6383 0.0982 -3.1590
N 1.1236 -0.6804 -4.1028
N 1.8434 -0.0354 -5.0055
C 2.4420 -0.8121 -6.0468
C 2.9667 -2.0551 -5.7057
C 3.5911 -2.8187 -6.6741
C 3.6582 -2.3630 -7.9835
C 3.0894 -1.1446 -8.3224
C 2.4833 -0.3566 -7.3586
S -0.3289 -0.3870 -1.8935
H 2.8873 -2.3945 -4.6830
H 4.0281 -3.7721 -6.4114
H 4.1414 -2.9640 -8.7411
H 3.1030 -0.8109 -9.3504
H 2.0313 0.5817 -7.6368

[2]
95
Properties=species:S:1:pos:R:3 method="wB97M-V/def2-TZVPD" homo_energy_ev=-5.6 total_charge=-1 max_force_ev_per_a=0.63 total_energy_ha=-8719.7506
Ti 1.4126 0.4758 -0.3765
Br 3.7651 1.1126 0.6831
C 2.4896 0.8367 -2.1938
Br 1.8721 -0.0812 -3.8298
H 3.4976 0.4521 -2.0613
H 2.5359 1.8914 -2.4604
C -0.4300 4.4773 5.3696
C -0.2057 3.7919 4.0447
C -0.4326 4.4524 2.8373
C -0.2043 3.8409 1.6234
C -0.6106 4.5176 0.3502
O -1.4238 4.0131 -0.3887
C -0.0498 5.8749 0.0366
C 1.1177 6.3462 0.6274
C 1.6308 7.5836 0.2647
C 0.9723 8.3586 -0.6788
C -0.1942 7.8899 -1.2733
C -0.6975 6.6498 -0.9214
C 0.3210 2.5298 1.5701
O 0.6706 2.0459 0.4196
C 0.4922 1.8163 2.7764
C 0.2361 2.4866 3.9858
C 0.8567 0.3901 2.8002
N 0.9793 -0.3390 1.7470
C 1.2004 -1.7881 1.9550
C 2.6676 -2.1774 1.8224
Te 2.9636 -4.2930 2.0346
C 2.9877 -4.2831 4.1607
C 4.1255 -3.8609 4.8450
C 4.1756 -3.9169 6.2311
C 3.0916 -4.4036 6.9484
C 1.9520 -4.8175 6.2753
C 1.8986 -4.7544 4.8885
C 1.0591 -0.1883 4.1698
C -0.0022 -0.6807 4.9206
C 0.2200 -1.1783 6.1948
C 1.5032 -1.1842 6.7251
C 2.5628 -0.6923 5.9774
C 2.3424 -0.1904 4.7020
H -1.0402 5.3727 5.2506
H 0.5179 4.7793 5.8211
H -0.9347 3.8167 6.0759
H -0.8136 5.4698 2.8456
H 1.6363 5.7316 1.3520
H 2.5493 7.9397 0.7134
H 1.3722 9.3250 -0.9596
H -0.7039 8.4917 -2.0150
H -1.5906 6.2506 -1.3854
H 0.3954 1.9594 4.9176
H 0.6043 -2.3102 1.2120
H 0.8390 -2.1038 2.9351
H 3.2843 -1.7009 2.5809
H 3.0631 -1.9077 0.8476
H 4.9795 -3.4950 4.2884
H 5.0679 -3.5879 6.7498
H 3.1347 -4.4560 8.0294
H 1.0977 -5.1877 6.8287
H 1.0077 -5.0802 4.3665
H -1.0025 -0.6680 4.5036
H -0.6095 -1.5652 6.7736
H 1.6780 -1.5828 7.7161
H 3.5650 -0.7009 6.3858
H 3.1586 0.2154 4.1140
C -3.9377 4.1126 -6.6488
C -3.5339 4.6946 -5.2862
C -4.7620 5.3281 -4.6204
C -2.5035 5.7990 -5.5254
C -2.9831 3.5736 -4.4002
C -3.8148 2.5047 -4.0562
C -3.3909 1.4489 -3.2506
C -2.0949 1.4930 -2.7940
O -1.4192 0.6143 -1.9869
B -0.1309 1.1453 -1.8494
O -0.0359 2.3503 -2.5599
C -1.2590 2.5404 -3.1321
C -1.6685 3.5883 -3.9239
H -4.3373 4.8970 -7.2978
H -4.7002 3.3412 -6.5377
H -3.0739 3.6627 -7.1412
H -5.1540 6.1373 -5.2428
H -4.4978 5.7387 -3.6440
H -5.5600 4.5999 -4.4725
H -2.9484 6.5862 -6.1382
H -1.6258 5.4212 -6.0524
H -2.1752 6.2468 -4.5855
H -4.8332 2.4862 -4.4254
H -4.0486 0.6299 -2.9924
H -0.9758 4.3861 -4.1485
F 0.8800 -4.7079 -1.3211
C 1.2952 -3.5845 -1.9384
F 2.6323 -3.5620 -1.8546
F 0.9664 -3.6965 -3.2300
C 0.6170 -2.3437 -1.2945
O -0.5848 -2.3542 -1.1966
O 1.4565 -1.4566 -0.8857

[3]
20
Properties=species:S:1:pos:R:3 method="wB97M-V/def2-TZVPD" homo_energy_ev=-11.8 total_charge=+1 max_force_ev_per_a=6.59 total_energy_ha=-473.7174 relative_energy_kcal_mol=141.5
C 1.5689 1.8737 -1.0614
C 0.5585 0.6479 0.3387
C 1.8817 0.8614 0.8682
C -2.0008 -0.2106 0.6329
C -0.4983 -0.2989 0.5585
C -1.5609 -1.7487 -1.5458
N 0.5091 1.2123 -0.9632
N 2.3321 0.6780 2.1030
N -1.3595 -0.5301 -0.6302
O 2.4768 1.6373 -0.0436
H 1.8216 2.2984 -1.9394
H -2.6676 -0.9715 1.0956
H -2.5455 0.8492 0.4729
H 0.0120 -1.6276 1.3802
H -0.6708 -2.1581 -1.9052
H -2.0258 -2.5751 -0.9115
H -2.1231 -1.2763 -2.3325
H 2.0495 0.0234 2.7439
H 3.3718 1.0181 2.2577
H -1.1297 0.2971 -1.1190

[4]
46
Properties=species:S:1:pos:R:3 method="wB97M-V/def2-TZVPD" homo_energy_ev=-8.1 total_charge=0 max_force_ev_per_a=0.89 smiles="CCCCC(O)(CCCC)C(=O)NNc1ccccc1" total_energy_ha=-885.2658 relative_energy_kcal_mol=26.0
C -5.6400 -0.4887 -0.5024
C -4.1295 -0.5975 -0.6827
C -3.4885 -1.3844 0.4611
C -2.0440 -1.8265 0.2151
C -0.9770 -0.7228 0.0402
O -0.9890 -0.2089 -1.2822
C -1.1196 0.3796 1.1076
C 0.0538 1.3621 1.1826
C 0.1693 2.3278 0.0010
C -0.9509 3.3618 -0.0365
C 0.3838 -1.4009 0.2642
O 0.6403 -2.0462 1.2624
N 1.2614 -1.2281 -0.7387
N 2.5245 -1.8234 -0.7189
C 3.6233 -1.0195 -0.4013
C 3.6065 0.3563 -0.6157
C 4.7421 1.1084 -0.3787
C 5.9064 0.5058 0.0642
C 5.9268 -0.8636 0.2757
C 4.7963 -1.6228 0.0492
H -6.0813 0.0925 -1.3090
H -6.0962 -1.4758 -0.5015
H -5.8768 -0.0021 0.4413
H -3.9166 -1.0947 -1.6323
H -3.7193 0.4154 -0.7257
H -4.0742 -2.2943 0.6147
H -3.5515 -0.8048 1.3833
H -1.7273 -2.4426 1.0589
H -2.0086 -2.4482 -0.6843
H -1.8396 0.2199 -1.4253
H -2.0438 0.9323 0.9338
H -1.1995 -0.1267 2.0707
H 0.9831 0.7967 1.2755
H -0.0600 1.9489 2.0980
H 1.1237 2.8530 0.0849
H 0.1786 1.7671 -0.9339
H -1.9218 2.8928 -0.1786
H -0.9791 3.9269 0.8929
H -0.7933 4.0591 -0.8563
H 0.9703 -0.7792 -1.5953
H 2.4911 -2.6837 -0.1766
H 2.7024 0.8377 -0.9556
H 4.7143 2.1760 -0.5419
H 6.7903 1.0975 0.2476
H 6.8289 -1.3428 0.6270
H 4.8106 -2.6892 0.2216